Run a
Below is a structure of composition C2H7IN3, with properties calculated with the ωB97M-V functional and the def2-TZVPD basis.

Structure (ORCA input):
```
! wB97M-V def2-TZVPD RIJCOSX def2/J DEFGRID3
* xyz 1 1
I -0.76789 0.63352 1.42482
N 1.65862 2.40709 0.33505
N -1.38419 -1.97772 0.67336
N -1.75191 -0.61728 0.38555
C 0.92530 0.74265 -1.31877
C 1.00593 1.44363 -0.05699
H 1.82960 2.76255 1.23411
H 1.86861 0.46470 -1.86691
H -1.84945 -2.51814 1.48254
H -1.70225 -2.44465 -0.11237
H 0.26925 1.40676 -1.90774
H 0.29366 -0.05495 -1.08195
H -0.39527 -2.24816 0.80930
*
```

Values from the calculation:
HOMO	-0.465	hartree
frontier orbital gap	8.44	eV

Run b
Below is the ion C2H7IN3 with charge +1, with properties calculated with the ωB97M-V functional and the def2-TZVPD basis.

Structure (ORCA input):
```
! wB97M-V def2-TZVPD RIJCOSX def2/J DEFGRID3
* xyz 1 1
I -3.87664 -0.10596 0.00028
N -2.13483 1.11795 -0.11127
N -0.64556 -0.68863 0.05040
N 0.11952 1.51460 0.10188
C -0.85648 0.58798 0.00522
C 0.66313 -1.34149 -0.10056
H 0.63894 -1.67950 -1.06422
H 0.98760 1.16748 0.50523
H 0.59422 -2.12987 0.56902
H -1.51507 -1.10377 0.31676
H -2.14553 1.98327 0.41015
H 0.01716 2.34991 -0.38888
H 1.46928 -0.67145 0.15826
*
```

Values from the calculation:
SMILES	CN/C(N)=[NH+]\I
HOMO	-0.511	hartree
frontier orbital gap	8.86	eV

Going by the computed energies, the most stable comes first: run b, run a.

Run a
Below is an isolated molecule of C2HFN2O2, with properties calculated with the ωB97M-V functional and the def2-TZVPD basis.

Structure (ORCA input):
```
! wB97M-V def2-TZVPD RIJCOSX def2/J DEFGRID3
* xyz 0 1
F 2.19424 -0.48576 0.02793
O 0.70286 1.09432 0.06849
O -2.28594 -0.56357 0.09866
N -0.01415 -1.03237 -0.08372
N -0.68361 1.14784 -0.18585
C -1.12548 -0.22382 -0.05025
C 0.94119 -0.18557 0.02348
H -1.09350 1.77383 0.45905
*
```

Values from the calculation:
SMILES	O=c1nc(F)o[nH]1
HOMO	-0.397	hartree
frontier orbital gap	11.28	eV

Run b
Below is an isolated molecule of C2HFN2O2, with properties calculated with the ωB97M-V functional and the def2-TZVPD basis.

Structure (ORCA input):
```
! wB97M-V def2-TZVPD RIJCOSX def2/J DEFGRID3
* xyz 0 1
F -0.51691 -1.47469 1.65881
O -0.39145 1.24896 -2.00449
O 1.67097 1.31248 1.05534
N -0.41511 -1.35457 0.26949
N 0.05152 -0.12373 -0.05062
C 0.89452 0.98363 0.26275
C 0.15049 0.92240 -0.99752
H -1.44403 -1.51448 -0.19375
*
```

Values from the calculation:
SMILES	O=c1c(=O)n1NF
HOMO	-0.374	hartree
frontier orbital gap	10.32	eV

Run c
Below is an isolated molecule of C2HFN2O2, with properties calculated with the ωB97M-V functional and the def2-TZVPD basis.

Structure (ORCA input):
```
! wB97M-V def2-TZVPD RIJCOSX def2/J DEFGRID3
* xyz 0 1
F 0.00318 -2.08956 -0.05264
O -0.60579 1.36738 -0.05605
O -2.39505 -0.07551 0.02256
N -1.22014 0.18054 -0.07570
N 0.72033 1.37033 0.00220
C 1.16074 0.07829 0.06757
C 0.17011 -0.81440 -0.03918
H 2.16663 -0.01706 0.13125
*
```

Values from the calculation:
SMILES	[O-][n+]1oncc1F
HOMO (spin up / spin down)	-0.325 / -0.325	hartree
frontier orbital gap (spin up / spin down)	8.62 / 8.59	eV

Going by the computed energies, the most stable comes first: run a, run b, run c.

Run a
Below is an isolated molecule of C25H29N3O4, with properties calculated with the ωB97M-V functional and the def2-TZVPD basis.

Structure (ORCA input):
```
! wB97M-V def2-TZVPD RIJCOSX def2/J DEFGRID3
* xyz 0 1
O -2.52311 -2.64142 -0.21619
O 1.51393 -4.64107 -0.89722
O 1.31298 4.92882 -0.98387
O 0.96743 -2.98321 2.68871
N -1.05316 -2.09052 2.19489
N -0.49921 -3.71572 -0.20152
N 0.23116 -3.28285 -2.23775
C -0.23915 3.11706 -1.43571
C -1.87061 -0.16050 -2.04813
C 2.13392 2.77037 2.58632
C 1.96373 1.40455 -1.33426
C -0.62393 2.65415 2.00251
C 1.36752 4.09919 2.50989
C 1.01456 3.61924 -1.19211
C -1.98182 -2.91015 -3.24052
C -0.33467 0.19546 1.67324
C 2.12444 2.74270 -1.14375
C -1.48274 -2.95915 -0.74829
C -0.09150 -3.02965 2.10490
C 1.25740 1.62544 3.10836
C 0.26304 5.86516 -0.99919
C -0.15524 3.91756 2.65161
C 0.68572 0.85876 -1.58547
C -0.99594 -2.53218 -2.13502
C -0.42690 1.73492 -1.63433
C -0.78243 -0.78984 2.76475
C -0.76548 -1.03201 -2.01160
C -1.70289 1.18322 -1.86872
C 0.03594 1.52817 2.24248
C 0.48546 -0.52204 -1.77094
C 0.55556 -3.95302 -1.10926
C -0.46969 -4.19149 1.16517
H -1.87096 -2.16890 1.60221
H 1.58121 4.57709 1.55403
H 3.01257 2.87795 3.22384
H 0.53402 -0.23496 1.16659
H 2.81545 0.74140 -1.29216
H -0.67142 4.78722 2.24229
H -1.45018 -4.59453 1.43023
H -0.48042 5.64346 -0.22727
H -0.22761 5.90084 -1.97710
H -1.94166 -3.98388 -3.41099
H -1.49736 2.68249 1.36859
H 0.01033 -0.91797 3.50411
H -0.39907 3.86694 3.71836
H 1.70726 4.77754 3.29454
H 2.47901 2.49314 1.58870
H 0.72294 6.82990 -0.79130
H -2.55897 1.84198 -1.89586
H -2.99302 -2.64842 -2.94346
H 1.82145 0.69290 3.09674
H -1.73292 -2.39191 -4.16356
H 1.34572 -1.17366 -1.70991
H 0.82637 -3.26448 -3.04742
H -1.68441 -0.42254 3.25912
H -2.85950 -0.56151 -2.19805
H 3.09451 3.17536 -0.95418
H 0.29939 -4.96423 1.22473
H -1.13633 0.30856 0.93956
H 0.96724 1.83686 4.14174
H -1.10676 3.75678 -1.47996
*
```

Values from the calculation:
SMILES	COc1ccc2cc([C@@]3(C)NC(=O)N(CC(=O)NCCC4=CCCCC4)C3=O)ccc2c1
HOMO	-0.305	hartree
frontier orbital gap	8.75	eV

Run b
Below is an isolated molecule of C25H29N3O4, with properties calculated with the ωB97M-V functional and the def2-TZVPD basis.

Structure (ORCA input):
```
! wB97M-V def2-TZVPD RIJCOSX def2/J DEFGRID3
* xyz 0 1
O 2.39379 -3.61694 -0.49485
O 3.84576 0.61336 1.16904
O 4.88592 2.24602 0.03737
O -2.93628 -1.80906 1.46314
N -2.18500 -0.46766 -0.21667
N -0.00061 1.01542 -1.37006
N -3.43713 1.33979 -1.02891
C 4.37168 -2.59193 0.53468
C -0.74259 -2.06971 -1.36947
C 2.62987 1.84591 -0.50597
C 6.10662 2.70129 2.09996
C 6.10059 1.99726 0.75116
C 3.35447 -3.72865 0.53909
C -4.34355 -0.03801 0.73998
C -6.63177 1.52746 0.71812
C 0.40269 -2.83367 -1.40492
C -6.52406 0.46060 1.61041
C 0.13754 2.14577 -0.47437
C 1.31151 -2.81204 -0.34330
C -5.38894 -0.31696 1.62257
C -3.13799 -0.85841 0.73684
C 1.03651 -2.01323 0.76308
C 1.38953 1.98155 0.37842
C -0.99254 -1.25080 -0.27658
C -0.11488 -1.24790 0.79417
C -5.61119 1.81754 -0.15747
C 3.83152 1.49043 0.34330
C -1.29546 0.97404 -2.01269
C -2.38176 0.60875 -1.03501
C 2.40028 0.71439 -1.51496
C 1.11136 0.95090 -2.29350
C -4.45026 1.03633 -0.15854
H -7.33477 0.24708 2.29070
H 2.86307 -3.81188 1.51528
H -1.58443 1.93389 -2.47210
H -7.52781 2.13103 0.71667
H 0.18950 3.09736 -1.03651
H 6.21344 0.91666 0.88708
H -1.26530 0.21734 -2.80133
H -5.67801 2.63852 -0.85358
H 1.49348 2.83806 1.04700
H 0.61525 -3.47601 -2.24499
H -0.33416 -0.64390 1.66106
H 1.70828 -1.97244 1.60519
H 4.82024 -2.50683 -0.45257
H -0.74355 2.18698 0.17047
H 1.19961 1.87614 -2.89280
H 1.30007 1.07674 0.97934
H 6.89258 2.37757 0.10314
H -5.27681 -1.14979 2.30041
H 5.15387 -2.80669 1.25801
H 3.91460 -1.63993 0.79147
H 0.94841 0.11307 -2.97549
H 2.83591 2.78121 -1.03388
H 5.94788 3.76883 1.96823
H 3.86175 -4.67541 0.32817
H 7.06277 2.54176 2.58982
H 2.31044 -0.22816 -0.97371
H -1.45038 -2.11778 -2.18401
H 3.24273 0.64718 -2.20549
H 5.31645 2.30080 2.73009
*
```

Values from the calculation:
SMILES	CCOC(=O)C1CCN(Cc2nc3ccccc3c(=O)n2-c2ccc(OCC)cc2)CC1
HOMO	-0.295	hartree
frontier orbital gap	8.73	eV

Going by the computed energies, the most stable comes first: run a, run b.

Run a
Below is a cluster of 2 separate species, C3H10S2 in total, with properties calculated with the ωB97M-V functional and the def2-TZVPD basis.

Structure (ORCA input):
```
! wB97M-V def2-TZVPD RIJCOSX def2/J DEFGRID3
* xyz 0 1
S -1.94512 -0.53059 0.74483
S -2.32786 0.27746 -1.12080
C 1.70110 -0.77756 -1.47484
C -2.27623 1.06716 1.81414
C 1.99320 -0.39638 0.02882
H 3.06980 -0.59409 0.23248
H -2.81600 0.53303 2.61291
H 1.41567 -1.01901 0.70420
H 1.91972 0.68345 0.15554
H -2.97234 1.60000 1.19634
H 1.94167 -1.82177 -1.57959
H -1.19729 0.07529 -1.83884
H 0.64317 -0.55339 -1.44172
H 2.20696 -0.09270 -2.14911
H -1.35647 1.54910 2.11562
*
```

Values from the calculation:
SMILES	CSS.CC
HOMO	-0.322	hartree
frontier orbital gap	9.29	eV

Run b
Below is a cluster of 2 separate species, C3H10S2 in total, with properties calculated with the ωB97M-V functional and the def2-TZVPD basis.

Structure (ORCA input):
```
! wB97M-V def2-TZVPD RIJCOSX def2/J DEFGRID3
* xyz 0 1
S -0.11913 -1.45451 -1.52151
S 0.41417 3.26416 -0.41200
C 0.93287 2.66908 1.22847
C -0.75269 -3.10562 -1.30206
C -0.49713 -0.83706 0.13171
H -0.18147 0.19699 0.19676
H -0.53038 -3.52220 -0.32086
H 0.08286 2.47712 1.88223
H -1.56279 -0.88230 0.33970
H 1.54736 3.43594 1.68717
H -0.33961 -3.80716 -2.03375
H 0.10167 -1.38827 0.85340
H 1.56551 1.78932 1.12927
H 1.17593 4.36481 -0.41064
H -1.83715 -3.20028 -1.44790
*
```

Values from the calculation:
SMILES	CSC.CS
HOMO	-0.311	hartree
frontier orbital gap	9.28	eV

Going by the computed energies, the most stable comes first: run b, run a.

Run a
Below is a cluster of 2 separate species, C4H10O in total, with properties calculated with the ωB97M-V functional and the def2-TZVPD basis.

Structure (ORCA input):
```
! wB97M-V def2-TZVPD RIJCOSX def2/J DEFGRID3
* xyz -1 2
O 2.35439 -1.18949 2.36967
C 3.15350 -1.94669 0.20011
C -2.09483 0.96118 -1.04840
C 2.37241 -1.03797 1.09540
C -2.96365 1.71424 -0.05732
H 2.73128 -2.95088 0.16171
H -1.42576 1.65357 -1.56279
H -3.65872 2.37084 -0.58729
H -3.56318 1.02096 0.53530
H 3.17006 -1.46747 -0.78844
H -2.35310 2.31754 0.61862
H -1.37833 0.33581 -0.52081
H 2.16136 -0.03960 0.69755
H 4.16777 -2.09970 0.62681
H -2.67321 0.35767 -1.74012
*
```

Values from the calculation:
HOMO (spin up / spin down)	0.023 / -0.110	hartree
frontier orbital gap (spin up / spin down)	2.98 / 6.51	eV
⟨S²⟩	0.75

Run b
Below is a cluster of 2 separate species, C4H10O in total, with properties calculated with the ωB97M-V functional and the def2-TZVPD basis.

Structure (ORCA input):
```
! wB97M-V def2-TZVPD RIJCOSX def2/J DEFGRID3
* xyz -1 2
O 0.00262 2.08290 -0.80433
C -2.36483 1.44785 -0.54590
C 2.08723 -0.77243 0.27916
C 0.97834 -1.56790 0.94948
C -0.87904 1.14314 -0.67712
H -2.90865 0.80002 0.13583
H 0.02389 -1.33298 0.47281
H 3.03675 -0.86232 0.80921
H -2.86144 1.40220 -1.54621
H 1.11513 -2.64287 0.74663
H 2.22684 -1.15841 -0.73302
H -0.68800 0.11644 -1.05803
H 0.85032 -1.42697 2.01452
H -2.46722 2.48126 -0.21243
H 1.84805 0.29007 0.16940
*
```

Values from the calculation:
HOMO (spin up / spin down)	0.018 / -0.106	hartree
frontier orbital gap (spin up / spin down)	3.78 / 7.09	eV
⟨S²⟩	0.75

Going by the computed energies, the most stable comes first: run b, run a.

Run a
Below is a structure of composition C4H11N3S, with properties calculated with the ωB97M-V functional and the def2-TZVPD basis.

Structure (ORCA input):
```
! wB97M-V def2-TZVPD RIJCOSX def2/J DEFGRID3
* xyz 0 1
S -2.18669 -1.88437 1.13543
N -1.88293 -1.03682 -0.39938
N 1.14305 1.99555 -0.76865
N 0.27479 -1.12161 0.07744
C 1.79700 3.43018 -0.36856
C 1.81345 0.88193 0.16449
C 1.54148 -0.49887 -0.45470
C -0.66991 -0.58429 -0.61122
H 0.74525 3.86450 0.43490
H 2.17500 4.26232 -1.50208
H 1.39498 -0.29491 -1.62018
H -0.73900 0.07887 -1.47837
H 2.40435 -1.20603 -0.48638
H 1.88687 2.02169 -1.62353
H 3.12358 0.99034 0.36203
H -2.73503 -0.35124 -0.68759
H 2.98929 3.17108 0.38505
H -1.22492 -1.23573 2.14499
H 1.33017 0.61550 1.15833
*
```

Values from the calculation:
HOMO	-0.317	hartree
frontier orbital gap	9.22	eV

Run b
Below is an isolated molecule of C4H11N3S, with properties calculated with the ωB97M-V functional and the def2-TZVPD basis.

Structure (ORCA input):
```
! wB97M-V def2-TZVPD RIJCOSX def2/J DEFGRID3
* xyz 0 1
S -1.89428 0.11339 -1.54194
N 0.30545 0.49625 1.66513
N -1.06081 -0.14380 -0.09288
N 2.64569 -0.46715 -0.05614
C -0.36106 0.73937 0.49809
C 2.74719 0.01621 1.33236
C 1.66634 0.98469 1.81772
C -2.37515 -1.55743 -1.85705
H 1.81168 1.98801 1.34476
H 1.76859 -0.98138 -0.09142
H 2.83235 -0.84675 2.06909
H -1.49896 -2.16615 -2.02958
H -3.09080 -1.54538 -2.69345
H 0.28634 -0.49900 1.89162
H -0.30513 1.80049 0.20364
H 3.70804 0.61001 1.40507
H -2.91749 -1.99757 -0.98803
H 1.80459 1.18802 2.89228
H 2.61311 0.34126 -0.69240
*
```

Values from the calculation:
SMILES	CS/N=C/NCCN
HOMO	-0.284	hartree
frontier orbital gap	8.70	eV

Going by the computed energies, the most stable comes first: run b, run a.